Record 1
This record from OMol25 describes a cluster of 2 separate species, C3H6OS2 in total. The level of theory is ωB97M-V/def2-TZVPD.

- Energy above the lowest of the compared OMol25 structures with the same formula, charge and spin: 351.0 kJ/mol
- Largest force on an atom: 1.7 eV/Å
- Net charge: 0
- Energy: -26922.80545 eV

```
12
Properties=species:S:1:pos:R:3:forces:R:3:mulliken_charge:R:1
C 2.89980 -0.94872 0.03313 0.23 0.67 -0.11 -0.342
C -2.16515 -0.01256 0.98341 -0.09 -0.05 0.02 -0.542
C -1.05439 0.33228 0.36828 0.08 -0.10 -0.52 -0.041
O -0.00099 1.52926 -1.72203 0.87 0.78 -0.44 -0.535
S 3.16904 0.60433 -0.28098 -0.14 -0.41 0.12 -0.142
S -0.85644 0.38062 -1.44190 -1.51 -0.08 0.72 0.311
H 1.99953 -1.27443 0.53526 -0.17 -0.15 0.11 0.215
H 3.61456 -1.71670 -0.23439 0.03 -0.15 -0.07 0.265
H -2.22963 -0.06394 2.05876 0.06 -0.02 0.13 0.258
H -3.05779 -0.26060 0.43159 -0.22 0.00 -0.09 0.181
H -0.13206 0.57893 0.87575 0.14 0.08 0.00 0.259
H -2.18647 0.85154 -1.60688 0.71 -0.57 0.14 0.114
```
Forces are in eV/Å.

---

Record 2
This record from OMol25 describes a cluster of 2 separate species, C3H6OS2 in total. The level of theory is ωB97M-V/def2-TZVPD.

- Energy above the lowest of the compared OMol25 structures with the same formula, charge and spin: 0.0 kJ/mol
- Largest force on an atom: 3.5 eV/Å
- Net charge: 0
- Multiplicity: 3
- Energy: -26922.18246 eV

```
12
Properties=species:S:1:pos:R:3:forces:R:3:mulliken_charge:R:1
C -1.04808 -0.60713 1.49953 0.27 0.46 0.14 -0.452
C -0.02795 0.43022 1.18417 -1.05 -1.51 0.91 -0.483
C -0.49110 -0.51186 0.00245 2.47 -0.32 1.91 -0.088
O 0.41688 -1.27099 -0.46758 0.29 -0.70 0.11 -0.541
S 0.87038 0.85183 -2.75206 0.37 -1.33 0.73 -0.100
S 2.45935 1.88867 -3.18741 0.22 0.14 -0.06 -0.165
H -0.93444 -1.54383 2.03851 0.72 0.34 -0.01 0.292
H -2.08713 -0.32156 1.43027 -0.08 0.18 0.13 0.241
H -0.14459 1.47780 1.26132 -1.19 0.97 -0.54 0.259
H 0.94274 0.25706 1.57873 0.86 -0.90 -0.30 0.232
H -1.33759 -0.36136 -0.52948 -2.35 1.37 -2.23 0.552
H 1.38153 -0.28883 -2.05846 -0.52 1.29 -0.80 0.253
```
Forces are in eV/Å.

---

Record 3
This record from OMol25 describes a cluster of 2 separate species, C3H6OS4 in total. The level of theory is ωB97M-V/def2-TZVPD.

- Energy above the lowest of the compared OMol25 structures with the same formula, charge and spin: 270.5 kJ/mol
- Largest force on an atom: 3.8 eV/Å
- Net charge: 0
- Energy: -48593.07265 eV

```
14
Properties=species:S:1:pos:R:3:forces:R:3:mulliken_charge:R:1
C -2.14113 -0.20176 -0.10266 -0.73 0.49 -0.69 -0.017
C 0.76314 0.12243 -0.41051 -0.29 -1.02 0.44 -0.327
C 1.59809 -0.27722 0.75173 0.85 -3.64 0.84 0.060
O 0.54106 1.22302 -0.78127 0.06 2.09 -0.34 -0.549
S -2.94679 1.22172 -0.69169 2.24 -0.81 -0.08 -0.180
S -3.15732 -1.31770 0.58741 -0.52 0.43 0.64 -0.110
S 2.76459 -1.56703 -0.19227 -0.51 0.54 0.58 -0.191
S 2.53266 0.91985 1.62869 -0.09 0.13 0.35 -0.156
H 0.44395 -0.73630 -0.96622 -0.61 -0.67 -0.39 0.578
H 1.06745 -0.97340 1.49258 0.44 0.97 -1.38 0.296
H -1.74989 1.57759 -1.29052 -1.00 0.44 0.32 0.180
H -4.28794 -0.54664 0.72743 -0.07 -0.66 -0.05 0.109
H 2.51421 -1.14292 -1.44725 0.10 0.02 0.22 0.164
H 2.05792 1.69838 0.69457 0.11 1.69 -0.46 0.141
```
Forces are in eV/Å.